Formula: C30H30Cl3F2NOPtSSi
Source: the Open Molecules 2025 dataset
Level of theory: wB97M-V/def2-TZVPD

orbital gap (spin up / spin down) = 6.10 / 6.66 eV
⟨S²⟩ = 2.04
DFT total energy = -3678.47408 Eh

ORCA input file:
```
! wB97M-V def2-TZVPD RIJCOSX def2/J DEFGRID3
* xyz -2 3
Pt 1.2316 -0.4710 0.2055
Cl 3.3171 -1.0271 5.8126
C 1.6996 -1.4474 5.4156
Cl 1.2297 -3.0679 5.7268
Cl 0.4092 -0.1570 7.3910
C 1.1347 -0.8160 4.2994
N 0.6636 -0.2825 3.3881
O 0.0712 2.5155 -0.7400
S 0.2463 1.6030 0.4127
C 0.8527 2.5869 1.8034
C -0.3587 3.2655 2.4691
C -1.6298 2.8407 1.7137
C -1.3589 1.4343 1.2083
H 1.5940 3.2659 1.3876
H 1.3380 1.8758 2.4703
H -0.2522 4.3506 2.4781
H -0.4152 2.9268 3.5045
H -1.7861 3.4936 0.8524
H -2.5189 2.8860 2.3434
H -2.0594 1.0397 0.4757
H -1.2106 0.7116 2.0134
C -0.5866 -1.1320 -0.4933
C -1.6122 -1.5008 -1.0674
C -2.8027 -1.8973 -1.6606
C -3.7917 -0.8710 -1.9806
C -3.3848 0.4704 -2.1076
C -4.2979 1.4762 -2.3650
C -5.6518 1.1874 -2.5029
C -6.0748 -0.1284 -2.3664
C -5.1647 -1.1405 -2.1072
C -3.0047 -3.3213 -1.9298
C -2.3048 -4.2720 -1.1681
C -2.4376 -5.6252 -1.4196
C -3.2620 -6.0789 -2.4439
C -3.9386 -5.1520 -3.2255
C -3.8112 -3.7946 -2.9762
H -2.3314 0.7040 -2.0087
H -3.9457 2.4968 -2.4565
H -6.3658 1.9766 -2.7046
H -7.1284 -0.3701 -2.4506
H -5.5250 -2.1499 -1.9610
H -1.6412 -3.9197 -0.3876
H -1.8833 -6.3327 -0.8147
H -3.3610 -7.1396 -2.6410
H -4.5610 -5.4868 -4.0478
H -4.3134 -3.0874 -3.6230
F 2.4020 -2.7759 -1.1070
C 2.0217 -2.3521 0.1665
F 1.1087 -3.3158 0.5895
H 2.8992 -2.5268 0.7987
C 4.2676 0.3062 2.1227
Si 3.4502 0.3183 0.4063
C 4.6826 -0.6373 -0.6892
C 3.6896 2.1130 -0.2206
C 3.3771 2.4313 -1.5459
C 3.4939 3.7239 -2.0350
C 3.9235 4.7482 -1.2010
C 4.2425 4.4613 0.1188
C 4.1275 3.1597 0.5947
H 5.2828 0.7165 2.0917
H 4.3334 -0.7232 2.4861
H 3.6914 0.8604 2.8681
H 5.6442 -0.1158 -0.7242
H 4.3031 -0.7448 -1.7072
H 4.8515 -1.6464 -0.3055
H 3.0074 1.6502 -2.2027
H 3.2317 3.9375 -3.0649
H 3.9934 5.7641 -1.5730
H 4.5761 5.2525 0.7816
H 4.3836 2.9569 1.6296
*
```

***

Formula: C30H30Ge2InN4O4Se2
Source: the Open Molecules 2025 dataset
Level of theory: wB97M-V/def2-TZVPD

orbital gap (spin up / spin down) = 6.41 / 3.71 eV
⟨S²⟩ = 0.76
relative energy (zero: lowest compared OMol25 entry of this formula, charge and spin) = 0.0 kJ/mol
DFT total energy = -10827.51671 Eh

ORCA input file:
```
! wB97M-V def2-TZVPD RIJCOSX def2/J DEFGRID3
* xyz 2 2
In -1.6411 -0.4904 -0.2036
O 2.3225 -0.0152 5.3801
C 1.6815 0.3615 4.2671
O 1.5008 1.5135 4.0073
C 1.1716 -0.6958 3.3538
C 0.7744 -2.0003 3.5554
N 0.2489 -2.4328 2.3971
N 0.2779 -1.4893 1.4331
C 0.8305 -0.4383 2.0156
C 1.0658 0.8119 1.2247
O 2.1774 1.2106 1.0041
O -0.0537 1.3740 0.7695
H 2.5216 -0.9577 5.3907
H 0.7878 -2.6327 4.4290
H -0.1256 -3.3446 2.1965
Se -1.0365 -2.6976 -3.9147
Se 0.5287 -2.2033 -2.3574
C 0.1021 -3.7752 -1.3153
C 0.9585 -4.8571 -1.2561
C 0.5532 -5.9269 -0.4646
C -0.6574 -5.8469 0.2033
C -1.4299 -4.6976 0.0679
N -1.0505 -3.6602 -0.6808
C -1.5623 -0.9151 -4.3720
C -1.9141 -0.6588 -5.6863
C -2.3841 0.6196 -5.9668
C -2.4745 1.5365 -4.9359
C -2.0818 1.1628 -3.6525
N -1.6284 -0.0546 -3.3649
H 1.8887 -4.8789 -1.8063
H 1.1731 -6.8099 -0.3852
H -1.0115 -6.6638 0.8169
H -2.3849 -4.6058 0.5712
H -1.8125 -1.4071 -6.4606
H -2.6693 0.8851 -6.9757
H -2.8502 2.5360 -5.1064
H -2.1461 1.8658 -2.8306
C 3.6792 3.4086 -0.8343
Ge 1.9075 3.1948 -1.6091
C 1.5625 4.6317 -2.8933
C 1.7578 1.4625 -2.5252
Ge 0.1560 3.1776 0.0691
C -1.6605 3.2943 -0.6394
C -1.8948 4.0685 -1.7771
C -3.1773 4.2189 -2.2918
C -4.2500 3.5812 -1.6836
C -4.0407 2.8223 -0.5388
C -2.7587 2.6936 -0.0178
C 0.3550 4.1915 1.6867
C 1.3932 5.1156 1.7871
C 1.5573 5.8689 2.9410
C 0.6877 5.6952 4.0067
C -0.3506 4.7755 3.9182
C -0.5171 4.0313 2.7632
H 4.3690 3.7133 -1.6220
H 4.0191 2.4734 -0.3981
H 3.6927 4.1678 -0.0542
H 2.4492 4.7983 -3.5054
H 1.3267 5.5678 -2.3860
H 0.7371 4.3825 -3.5621
H 2.6570 1.2613 -3.1083
H 0.9038 1.4631 -3.2037
H 1.6383 0.6554 -1.7979
H -1.0703 4.5744 -2.2701
H -3.3392 4.8439 -3.1613
H -5.2495 3.6982 -2.0808
H -4.8806 2.3571 -0.0382
H -2.6256 2.1579 0.9181
H 2.0841 5.2596 0.9638
H 2.3667 6.5834 3.0103
H 0.8179 6.2759 4.9103
H -1.0279 4.6432 4.7515
H -1.3320 3.3176 2.7087
*
```

***

Formula: C30H30IN7O3S2W
Source: the Open Molecules 2025 dataset
Level of theory: wB97M-V/def2-TZVPD

orbital gap (spin up / spin down) = 6.61 / 2.49 eV
⟨S²⟩ = 2.05
DFT total energy = -2930.57468 Eh

ORCA input file:
```
! wB97M-V def2-TZVPD RIJCOSX def2/J DEFGRID3
* xyz 2 3
W -2.7486 -9.9839 17.0962
C -9.7983 -14.4564 19.4280
S -10.1998 -12.6225 19.4437
C -8.6916 -12.0724 18.9803
S -3.3020 -12.3403 17.4588
N -7.6761 -11.6194 18.6628
N -4.2328 -8.7036 17.4286
C -4.1786 -7.6689 18.1511
C -2.8038 -7.2413 18.5674
C -2.4255 -6.1068 19.2532
C -1.0522 -5.9018 19.4825
C -0.0982 -6.8450 18.9707
C -0.6093 -7.9906 18.3856
N -1.8782 -8.1664 18.1756
H -10.5394 -14.9369 20.0716
H -8.8280 -14.6411 19.8329
H -9.9202 -14.7974 18.3750
H -5.0376 -7.1027 18.4804
H -3.1700 -5.4378 19.6518
H -0.7448 -5.0446 19.9981
H 0.9767 -6.7066 19.0621
H 0.0799 -8.7582 18.0191
C -4.8102 -12.6609 20.4566
C -3.2997 -12.6580 20.3034
N -2.4765 -13.3873 20.9852
C -1.1714 -13.3589 20.7624
C -0.4886 -12.6267 19.7787
C 1.0858 -12.4639 19.8076
O 1.3189 -11.0710 19.5825
C -1.2305 -11.8185 19.0214
C -0.9233 -11.0460 17.9271
N -1.3108 -9.6350 15.9539
C 1.9987 -7.4971 13.9435
C 2.1624 -8.6527 13.1429
C 1.2744 -8.8729 12.0692
C 0.3416 -7.9210 11.7677
C 0.2469 -6.7270 12.5188
C 0.9651 -6.5927 13.6426
I 0.0360 -5.4788 15.1875
C -2.7433 -11.8055 19.1851
O -3.0891 -10.4649 19.0661
H -5.1374 -13.1778 21.3778
H -5.3370 -13.1205 19.6361
H -5.1427 -11.6168 20.4907
H -0.6243 -13.9323 21.5500
H 1.6710 -13.1859 19.2029
H 1.2004 -12.6658 20.8843
H 2.2890 -11.0466 19.3800
H 0.0911 -10.8524 17.5911
H 2.8281 -9.4591 13.5263
H 1.2744 -9.8401 11.6040
H -0.3039 -8.0319 10.8761
H -0.5162 -5.9868 12.3005
C -5.8849 -10.9862 15.1378
C -4.5753 -10.5640 14.5244
O -3.5776 -10.4299 15.2807
N -4.4360 -10.3245 13.2380
C -3.3808 -9.8800 12.2640
C -2.0605 -10.2666 12.7973
C -1.3247 -11.3770 12.5220
C -0.2311 -11.8220 13.2417
C -0.0068 -11.0659 14.3901
C -0.9482 -10.0030 14.7037
N -1.9113 -9.5002 13.8538
H -5.9524 -10.3620 16.0556
H -5.7765 -12.0277 15.4247
H -6.7690 -10.8846 14.5311
H -5.3301 -10.4110 12.7740
H -3.4255 -8.7569 12.2003
H -3.6919 -10.3411 11.3119
H -1.5659 -11.8857 11.6076
H 0.3697 -12.6569 12.8597
H 0.6253 -11.3667 15.1761
H 2.4452 -7.4236 14.9276
*
```

***

Formula: C30H30N5O6PTeW
Source: the Open Molecules 2025 dataset
Level of theory: wB97M-V/def2-TZVPD

orbital gap (spin up / spin down) = 4.96 / 4.50 eV
relative energy (zero: lowest compared OMol25 entry of this formula, charge and spin) = 61.4 kJ/mol
DFT total energy = -2562.44296 Eh

ORCA input file:
```
! wB97M-V def2-TZVPD RIJCOSX def2/J DEFGRID3
* xyz 2 1
W 0.3497 0.7776 0.8353
O 1.9823 3.7997 -1.6345
C 1.2736 3.0727 -0.9490
N 1.7403 2.0004 -0.2773
C 3.1529 1.9428 -0.0915
C 3.4692 1.0067 1.0041
C 4.7710 0.5850 1.2792
C 4.9938 -0.4181 2.1922
C 3.9038 -0.8791 2.9395
C 2.6662 -0.3353 2.7342
N 2.4220 0.5234 1.7070
C -0.1866 3.3203 -0.7457
C -0.8572 4.3210 -1.4129
C -2.2418 4.4016 -1.2224
C -2.8672 3.5767 -0.2870
C -2.1214 2.6939 0.4361
N -0.8305 2.4668 0.1266
H 3.5463 2.9471 0.1799
H 3.6038 1.6680 -1.0470
H 5.5900 1.0030 0.7204
H 6.0103 -0.7817 2.3324
H 4.0241 -1.6573 3.7263
H 1.8342 -0.6279 3.3791
H -0.3126 4.9630 -2.1289
H -2.7743 5.1285 -1.8194
H -3.9568 3.6053 -0.1978
H -2.5852 2.0769 1.1908
O 0.3716 2.0627 2.4808
C -0.5911 2.2484 3.3755
C -1.0141 3.5314 3.7398
C -1.9243 3.6817 4.7841
C -2.3988 2.6357 5.5472
C -2.0388 1.3562 5.1602
C -1.2360 1.1242 4.0160
C -1.1829 -0.2209 3.5539
N -0.6171 -0.5698 2.3944
N -0.7589 -1.9126 2.1388
C 0.0601 -2.2549 1.1285
O 0.8039 -1.4180 0.5375
C -0.0010 -3.6449 0.7245
C -0.8620 -4.6243 1.2670
C -0.8927 -5.9072 0.7257
C -0.1781 -6.2348 -0.4126
C 0.5949 -5.2525 -0.9803
C 0.7422 -3.9919 -0.3818
H -0.7244 4.4268 3.1839
H -2.3072 4.6943 4.9791
H -3.0885 2.8323 6.3834
H -2.3689 0.4988 5.7487
H -1.6898 -1.0292 4.1257
H -1.5486 -4.3304 2.0702
H -1.5506 -6.6350 1.2064
H -0.3042 -7.2217 -0.8817
H 1.1544 -5.4549 -1.9147
H 1.4092 -3.2304 -0.7885
C -0.3199 -3.5959 -4.4235
C -1.2392 -2.6599 -3.6543
O -0.3907 -1.7881 -2.8337
P -0.9693 -0.3969 -2.2911
O 0.1544 0.1968 -1.4494
Te -2.4212 -0.4975 -0.3338
O -1.4098 0.3769 -3.6367
C -0.5704 1.3662 -4.3765
C -0.6614 0.9880 -5.8523
H -0.9451 -4.3046 -4.9748
H 0.3796 -4.1072 -3.7914
H 0.2621 -3.0787 -5.2122
H -1.9438 -3.1873 -2.9907
H -1.8215 -2.0450 -4.3422
H 0.4524 1.3099 -3.9609
H -0.9589 2.3614 -4.1696
H -0.3294 -0.0415 -5.9946
H -0.0127 1.6572 -6.4401
H -1.7134 1.1062 -6.1538
*
```

***

Formula: C30H30N8O7SSiTi
Source: the Open Molecules 2025 dataset
Level of theory: wB97M-V/def2-TZVPD

orbital gap = 7.10 eV
relative energy (zero: lowest compared OMol25 entry of this formula, charge and spin) = 351.3 kJ/mol
DFT total energy = -3663.10134 Eh

ORCA input file:
```
! wB97M-V def2-TZVPD RIJCOSX def2/J DEFGRID3
* xyz 0 1
Ti -0.0386 -0.4256 -0.3713
N 7.4468 -5.7721 2.2720
C 6.2411 -5.1377 1.9526
C 5.7157 -5.2221 0.6646
C 4.5491 -4.5520 0.3332
C 3.8988 -3.7996 1.2918
C 4.4115 -3.6897 2.5739
C 5.5774 -4.3593 2.9015
S 2.8458 -1.5557 0.5346
O 2.6998 -3.1594 0.9797
O 3.7853 -0.9412 1.4530
N 1.2757 -1.1507 0.9800
C 0.8743 -1.1145 2.3115
N 1.5945 -1.6552 3.2869
C 1.0826 -1.5363 4.5072
C -0.1227 -0.9073 4.7715
C -0.7952 -0.3980 3.6719
N -0.3008 -0.4975 2.4497
H 7.6589 -6.5750 1.7013
H 7.5638 -5.9749 3.2520
H 6.2275 -5.8111 -0.0879
H 4.1389 -4.6159 -0.6645
H 3.8900 -3.0655 3.2853
H 5.9883 -4.2714 3.9004
H 1.6696 -1.9724 5.3089
H -0.5157 -0.8237 5.7732
H -1.7513 0.1056 3.7640
O -1.6895 -0.5939 -2.4885
C -1.4229 0.4492 -3.0632
O 0.9213 -0.9882 -1.8143
H -0.7451 0.4901 -3.9295
C -0.0406 -2.6296 -4.0638
Si 0.8016 -2.5437 -2.4063
C -0.1606 -3.4883 -1.0919
C 2.5044 -3.2592 -2.6925
C 3.6373 -2.4477 -2.7757
C 4.8709 -2.9746 -3.1325
C 4.9908 -4.3268 -3.4196
C 3.8769 -5.1515 -3.3404
C 2.6476 -4.6188 -2.9791
H 0.1027 -3.6251 -4.4889
H 0.4153 -1.9184 -4.7572
H -1.1070 -2.4222 -3.9976
H -0.6270 -4.3848 -1.5055
H -1.0028 -2.8979 -0.6961
H 0.4767 -3.7814 -0.2560
H 3.5541 -1.3914 -2.5486
H 5.7399 -2.3314 -3.1822
H 5.9523 -4.7387 -3.6988
H 3.9674 -6.2087 -3.5565
H 1.7863 -5.2772 -2.9217
O -2.1652 2.2301 -0.3829
N -1.4316 1.3310 0.4210
O -1.8135 0.0345 0.1474
O -0.0475 1.3444 -0.1511
C -2.3732 3.8891 -3.3105
C -1.5748 2.8232 -3.3900
N -1.9070 1.6566 -2.6942
C -2.8109 1.7333 -1.5554
C -3.9082 2.7238 -1.8269
C -3.6265 3.7911 -2.5879
C -5.1948 2.5775 -1.1436
C -5.9135 1.4774 -0.9079
C -5.6800 0.1084 -1.3943
C -6.2026 -0.9791 -0.6999
C -5.9667 -2.2359 -1.2201
N -5.2829 -2.4276 -2.3472
C -4.8404 -1.3260 -2.9401
N -5.0003 -0.0726 -2.5326
H -2.1152 4.7974 -3.8332
H -0.6653 2.7874 -3.9730
H -3.1721 0.7310 -1.3764
H -4.3658 4.5712 -2.7215
H -5.6045 3.5102 -0.7672
H -6.8083 1.5895 -0.3054
H -6.7619 -0.8441 0.2153
H -6.3382 -3.1248 -0.7225
H -4.2802 -1.4631 -3.8578
*
```

***

Formula: C30H31BCl2N7O2S3SbTa
Source: the Open Molecules 2025 dataset
Level of theory: wB97M-V/def2-TZVPD

orbital gap (spin up / spin down) = 5.41 / 6.53 eV
⟨S²⟩ = 0.76
relative energy (zero: lowest compared OMol25 entry of this formula, charge and spin) = 4.2 kJ/mol
DFT total energy = -4132.82834 Eh

ORCA input file:
```
! wB97M-V def2-TZVPD RIJCOSX def2/J DEFGRID3
* xyz 0 2
Ta -0.4571 0.0324 -0.0455
C 3.7142 -2.1244 -0.8059
C 2.7007 -2.6883 -1.7593
C 3.1893 -3.3685 -2.8708
C 2.3727 -4.1713 -3.6431
C 1.0645 -4.3611 -3.2393
C 0.5375 -3.6777 -2.1483
C -0.8384 -4.0816 -1.6918
C 1.3280 -2.7253 -1.4826
N 0.7474 -1.9955 -0.3381
C 1.0072 -2.7893 0.7322
O 1.6893 -3.8081 0.7638
C 0.2852 -2.3955 1.9633
C 0.3070 -3.1969 3.0925
C -0.4801 -2.8483 4.1739
C -1.2561 -1.7039 4.0811
C -1.1841 -0.9544 2.9256
N -0.4273 -1.2767 1.8786
C -1.9378 0.3028 2.7572
O -2.7379 0.6554 3.6101
N -1.5871 0.9763 1.6206
C -2.1385 2.3231 1.7633
C -3.3317 2.6948 1.1506
C -4.2372 1.7258 0.4481
C -3.7676 4.0139 1.2811
C -3.0831 4.9246 2.0607
C -1.9766 4.4981 2.7791
C -1.5089 3.1992 2.6612
C -0.3843 2.7572 3.5566
H 4.6992 -2.0911 -1.2715
H 3.4647 -1.1345 -0.4564
H 3.7822 -2.7738 0.0690
H 4.2476 -3.3070 -3.0901
H 2.7716 -4.7099 -4.4919
H 0.4371 -5.0826 -3.7511
H -0.9388 -5.1647 -1.7693
H -1.0348 -3.7916 -0.6659
H -1.6215 -3.6317 -2.3044
H 0.9295 -4.0788 3.0623
H -0.4970 -3.4606 5.0647
H -1.9127 -1.3584 4.8655
H -3.9451 0.6956 0.6393
H -5.2549 1.8635 0.8162
H -4.2547 1.8819 -0.6311
H -4.6849 4.3051 0.7839
H -3.4387 5.9422 2.1521
H -1.4690 5.1785 3.4511
H 0.2118 3.6116 3.8757
H -0.7996 2.2854 4.4491
H 0.2764 2.0342 3.0825
S -2.4519 -1.3097 -0.2413
Sb -4.0085 -1.0584 -2.0190
S -1.7035 1.6231 -1.4526
S -3.1058 0.9958 -2.8422
B 2.1973 0.9064 0.7534
N 1.5156 2.2512 0.8901
C 1.9430 3.4927 1.1465
C 0.9658 4.3713 0.7305
C -0.0516 3.5649 0.2170
N 0.2918 2.2810 0.3171
N 2.3785 0.7490 -0.7660
C 3.2783 1.2898 -1.5968
C 2.6755 1.4917 -2.8215
C 1.3598 1.0689 -2.6489
N 1.1976 0.6038 -1.4092
H 3.2125 0.8029 1.3778
H 1.3091 0.0651 1.0648
H 2.9080 3.6530 1.5925
H 0.9694 5.4427 0.8027
H -1.0063 3.8543 -0.1823
H 4.2767 1.4914 -1.2522
H 3.1192 1.8870 -3.7157
H 0.5427 1.0725 -3.3430
Cl -0.6732 -1.1566 -3.2174
C -0.1477 -1.6227 -4.8510
Cl 1.4652 -1.0851 -5.2861
H -0.8601 -1.1681 -5.5317
H -0.1746 -2.7083 -4.8701
*
```